(1)
Below is 9 unconnected molecules or ions with the total composition C55H65NO4P at a distorted geometry, with properties calculated with wB97M-V/def2-TZVPD.

```
126
Properties=species:S:1:pos:R:3:forces:R:3:mulliken_charge:R:1
C -2.674558 -2.436843 -3.029537 0.1 -0.1 -0.1 -0.51
H -5.219859 -3.142005 -0.330508 -0.1 0.1 0.0 0.56
C -2.764293 -3.053487 -4.277821 0.2 0.0 0.1 -0.53
H 3.559629 2.491397 3.673798 -1.7 0.0 -1.7 0.15
C -1.738489 -3.889828 -4.717304 0.0 0.1 0.1 -0.20
H -7.574828 6.896428 1.881910 0.0 -0.1 0.0 0.34
H -4.211874 -0.739322 4.810980 -0.6 1.2 -1.4 0.29
H -4.833571 -3.148622 -11.273809 0.1 0.0 0.1 0.35
H 12.339629 1.659701 5.989574 0.0 -0.1 0.0 0.40
C -8.322158 -1.986536 -1.109377 0.2 -0.2 -0.1 -0.58
H -4.364833 6.338589 -3.157115 -0.1 -0.1 0.0 0.36
H 13.529250 -1.972185 4.022558 0.0 0.1 0.1 0.36
H -6.385207 3.264542 -0.085107 0.0 0.1 0.1 0.47
C 2.674421 2.522454 2.872861 0.6 -0.5 1.2 -0.43
H -3.537586 2.371108 4.177128 1.6 -0.2 -1.2 0.19
C 2.823429 -2.447225 0.249537 0.1 0.0 -0.1 -0.24
H -2.752036 3.395065 2.808844 0.1 -1.8 1.3 0.16
H 3.519758 -1.885304 3.648958 0.5 2.5 -0.1 0.20
C -3.874558 -2.703509 -9.396204 0.1 -0.1 -0.1 -0.45
C 12.901223 -0.093502 4.869720 0.0 -0.1 0.1 -0.34
C -6.489295 3.973478 3.238868 -0.1 0.1 -0.2 -0.49
C -6.114686 4.101667 -5.028159 0.1 0.0 0.2 -0.30
C 13.368614 -1.405805 4.935682 0.0 0.1 0.2 -0.40
C 7.303966 1.545080 3.051021 0.1 -0.1 0.0 -0.27
C 12.966651 0.052113 7.280211 0.0 -0.1 -0.2 -0.38
H 9.579061 -1.364930 4.225607 -0.1 0.1 0.0 0.42
C 8.859836 0.621081 4.651400 -0.1 0.0 -0.2 -0.36
H -3.471858 -1.782143 -2.688371 0.1 -0.1 0.0 0.53
H 0.334117 -3.668029 -2.030512 -0.1 0.0 -0.1 0.46
H -5.967884 -4.984487 -1.814990 -0.1 0.1 0.0 0.39
C -5.946971 2.967881 -4.233699 0.1 0.2 0.0 -0.49
H -2.695106 -2.453750 -7.610594 0.0 -0.1 -0.1 0.39
H -3.009343 -4.638255 -12.056101 0.0 0.1 0.1 0.34
H -8.222888 -4.907218 -2.848310 0.0 0.1 0.1 0.35
C 1.939505 -1.619731 -0.442344 0.1 0.0 0.0 -0.58
H -0.865883 -3.934696 -8.397179 -0.1 0.0 -0.1 0.39
H -6.691365 4.041056 -5.947404 0.1 0.0 0.1 0.34
H 12.814860 0.621665 8.193054 0.0 -0.1 -0.1 0.35
C -2.938489 -4.156495 -11.083971 0.0 0.1 0.1 -0.36
H 3.533724 0.873714 1.561352 -1.8 -0.1 1.7 0.18
H 1.270387 2.590623 4.801675 0.3 0.6 -2.7 0.29
C -8.744145 -3.024734 -1.939413 0.1 0.0 0.0 -0.28
C 1.346096 3.023681 3.692283 0.0 1.5 -0.4 -0.65
C -0.074597 2.849444 2.892141 -1.0 -1.1 1.1 -0.32
H 1.582315 -0.506811 -2.252260 0.1 -0.1 0.1 0.44
H -6.721215 -1.215863 0.109785 0.1 -0.2 -0.1 0.46
C 3.749848 -0.716534 3.584138 0.2 -1.4 0.6 -0.45
H 0.993901 -1.334522 0.011943 0.1 0.0 0.0 0.54
H -0.880734 1.214685 4.392731 -0.6 2.0 -0.8 0.19
C -7.895896 -4.101283 -2.197211 0.0 0.1 0.1 -0.41
O 2.475987 -0.051946 3.301474 2.2 0.7 -1.3 -0.30
C 8.943146 -0.547445 3.894730 -0.1 0.1 -0.1 -0.44
H 1.652553 0.823693 1.541582 1.9 0.6 1.8 -0.02
C 7.394421 0.380289 2.289517 0.1 0.0 0.2 -0.46
H 7.969787 2.576097 4.821982 0.0 -0.1 -0.1 0.37
H -4.671858 -2.048810 -9.055038 0.1 -0.1 0.0 0.36
C 2.268282 -1.157010 -1.716159 0.2 -0.1 0.1 -0.40
C 13.628318 -1.991696 6.174841 -0.1 0.2 0.0 -0.36
C 8.037911 1.666810 4.230544 0.0 -0.2 -0.1 -0.55
C -3.964293 -3.320154 -10.644488 0.2 0.0 0.1 -0.34
H -0.072195 2.057099 2.032347 0.2 1.5 1.6 0.09
H 8.278948 -1.577498 2.122440 0.0 0.1 0.1 0.37
C 4.035464 -2.816001 -0.334590 -0.1 0.1 -0.1 -0.48
C -7.212833 5.873001 1.933582 0.1 -0.2 0.0 -0.41
C -1.175570 2.284600 4.015075 -0.5 0.9 -0.8 -0.59
H -1.809343 -4.371589 -5.689434 0.0 0.0 0.1 0.40
C -0.621522 -4.107681 -3.911159 -0.1 0.1 0.1 -0.59
P -4.085634 0.045352 2.684128 6.1 -2.9 -2.0 0.60
C -7.013234 5.143225 0.762056 0.0 -0.1 0.1 -0.40
H -1.146673 3.056452 4.902711 0.0 -1.5 -1.4 0.27
H 12.693082 0.361351 3.904352 0.0 -0.1 0.2 0.38
C 2.581494 0.989710 2.272142 -0.1 0.9 -1.5 0.07
C -5.203432 3.044126 -3.056352 0.0 0.1 -0.1 -0.49
H -1.020013 -5.021587 -10.622865 -0.1 0.1 0.0 0.35
H 1.486712 4.199446 3.848765 -0.2 -2.4 -0.2 0.29
H 9.433752 0.716628 5.568939 -0.1 0.0 -0.1 0.45
H 3.732137 -1.173738 -3.297324 0.0 0.0 0.1 0.39
C -6.207144 -3.107488 -0.784339 0.0 0.0 -0.1 -0.58
C -4.806252 5.392469 -3.460684 -0.1 -0.2 -0.1 -0.35
H 3.047614 3.307819 2.054750 -1.2 -1.9 1.5 0.31
H -5.670315 6.196892 -5.262863 0.0 -0.1 0.1 0.35
C -1.561923 -2.662088 -2.219526 0.0 0.0 -0.1 -0.68
C -6.545842 3.830922 0.828018 -0.1 0.1 0.2 -0.57
C -4.635337 4.257810 -2.668079 -0.1 0.0 -0.1 -0.45
H -6.249250 -0.173994 2.183537 1.6 0.3 -1.5 0.29
O -3.351710 -1.368784 2.433978 -3.0 3.8 1.0 -0.81
C -2.708700 2.332786 3.352999 0.5 1.1 -0.5 -0.31
H -9.734793 -2.994272 -2.386445 0.1 0.0 0.0 0.35
C -6.286138 3.245031 2.067176 -0.1 0.1 0.1 -0.05
C 3.477920 -1.530263 -2.302650 -0.1 0.0 0.2 -0.43
C 13.425162 -1.263249 7.346532 0.0 0.1 -0.1 -0.34
C -6.627747 -4.143792 -1.617366 -0.2 0.2 0.0 -0.40
N -2.904982 1.300357 2.272477 -3.5 -1.4 2.8 -0.37
H -8.982406 -1.146527 -0.910456 0.1 -0.1 0.0 0.38
H -3.633571 -2.881956 -4.907143 0.1 0.0 0.1 0.42
H 6.827602 0.288415 1.367026 0.1 0.0 0.1 0.45
O -5.463061 0.025922 1.563572 -0.4 0.1 3.9 -0.55
H -5.925534 2.221064 2.119121 0.0 0.3 -0.1 0.41
H 6.661532 2.359060 2.724522 0.1 -0.1 0.0 0.38
H 5.302063 -2.652936 -2.070091 -0.1 0.0 0.1 0.38
H -6.289312 3.515918 4.204545 0.0 0.0 -0.2 0.37
O -4.646646 0.024145 4.326865 0.4 -0.4 -1.4 -0.56
C -5.542011 5.314014 -4.642821 0.0 -0.2 0.1 -0.39
H 4.173713 -0.397055 4.626738 -0.7 -0.4 -1.9 0.23
H 4.725468 -3.458563 0.205220 -0.1 0.1 -0.1 0.40
C -0.534441 -3.495434 -2.660640 -0.1 0.0 -0.1 -0.17
H 0.179987 -4.754920 -4.256198 -0.1 0.1 0.0 0.36
H -6.395454 2.023802 -4.532804 0.1 0.1 0.1 0.37
H -4.059972 4.318563 -1.748092 -0.1 0.0 -0.1 0.45
H -0.519119 3.843651 2.453429 1.1 -1.8 0.9 0.34
H -1.495106 -2.187084 -1.243927 -0.1 -0.1 -0.1 0.52
C -2.761923 -2.928755 -8.586192 0.0 0.0 -0.1 -0.26
C -6.947806 5.288840 3.172546 0.0 -0.1 -0.2 -0.33
H 2.568360 -2.804874 1.243655 0.0 0.1 -0.1 0.40
H -5.067301 2.158964 -2.440990 0.0 0.1 -0.1 0.58
H 4.583742 -0.593731 2.776134 -1.7 0.1 1.3 0.10
C 8.212106 -0.667753 2.713208 0.0 0.2 0.1 -0.37
H -7.221375 5.598078 -0.203313 0.0 -0.1 0.1 0.39
H 13.625145 -1.720809 8.312209 0.0 0.1 -0.1 0.35
H -7.099596 5.858392 4.085390 0.0 -0.1 -0.1 0.35
C -1.734441 -3.762100 -9.027306 -0.1 0.0 -0.1 -0.40
C -1.821522 -4.374348 -10.277825 -0.2 0.1 0.1 -0.37
C 12.701624 0.636274 6.041246 0.1 -0.2 0.0 -0.37
C -7.051795 -2.026430 -0.533963 -0.1 0.0 -0.1 -0.17
H 13.988922 -3.015663 6.226786 -0.1 0.1 0.0 0.36
C 4.360158 -2.360837 -1.612223 -0.1 0.1 0.1 -0.42
```
Positions in Å, forces in eV/Å.

Output
Charge: -1
2S+1: 1

***

(2)
Below is a single C2H4ClNS molecule at a distorted geometry, with properties calculated with wB97M-V/def2-TZVPD.

```
9
Properties=species:S:1:pos:R:3:forces:R:3:nbo_charge:R:1
S 1.885392 0.984559 0.834970 -0.5 -0.2 -0.5 -0.15
H -0.141599 1.514198 -1.320751 0.6 -0.7 0.0 0.25
H -0.392737 -1.683530 0.324500 -1.3 -0.4 -0.8 0.40
H -1.176597 1.418037 -0.035438 0.2 -0.8 0.5 0.25
Cl -1.493211 -0.425070 -1.517694 0.1 0.3 0.1 -0.08
C 0.610053 0.101533 0.244348 -0.4 1.4 0.4 0.10
H 0.833240 -1.534841 1.452345 0.1 0.6 -1.0 0.41
C -0.492962 0.767908 -0.602019 0.1 0.5 -0.5 -0.44
N 0.368421 -1.142794 0.619740 1.2 -0.8 1.7 -0.75
```
Positions in Å, forces in eV/Å.

Output
Energy relative to the best compared isomer or geometry (same formula, charge and spin) in kcal/mol: 0.0
SMILES: NC(=S)CCl
Charge: 0
2S+1: 1

***

(3)
Below is 8 unconnected molecules or ions with the total composition C28H69N5O8 at a distorted geometry, with properties calculated with wB97M-V/def2-TZVPD.

```
110
Properties=species:S:1:pos:R:3:forces:R:3:mulliken_charge:R:1
C 2.542954 4.169926 3.735253 -1.2 0.2 0.2 2.23
C -2.484545 0.711674 -5.108156 -2.1 1.0 0.3 -1.31
N -2.317085 -0.065692 -2.807101 -0.4 -1.5 0.7 0.41
H -3.476648 2.490781 -3.046444 1.5 1.9 0.3 0.51
C -3.064592 -1.730669 -4.679207 0.4 0.9 -0.1 -1.26
H 3.224395 5.230454 1.993407 0.3 0.0 0.0 0.27
H -2.917200 -4.537658 1.293800 -0.3 0.2 0.2 0.38
H -1.766586 1.509427 -5.020436 0.7 0.2 0.6 0.38
N -0.017169 -3.267315 0.034534 -0.6 0.1 -0.7 1.37
C 1.224305 -5.471647 -0.212250 -0.1 -1.2 -1.3 -1.71
H -1.777417 -1.888085 2.543904 -0.2 -0.3 0.2 0.53
H 2.179508 -3.578709 -1.610169 0.5 0.2 -0.1 0.42
C 1.695059 1.051175 4.099653 0.6 2.7 1.6 -1.39
H -2.354483 1.378272 -0.859403 0.6 0.7 -0.1 0.41
C -4.881556 -0.527778 -2.284664 0.4 2.0 0.6 -1.30
H 4.887190 0.416708 -2.308285 -0.2 0.1 -0.1 0.29
H -0.540940 -1.356945 1.465494 0.0 -0.2 0.0 0.24
H 1.075630 0.225152 4.266538 -0.7 -1.4 0.2 0.64
H -1.210073 -1.216505 -1.508234 -1.0 0.4 -0.7 -0.06
H -0.402103 3.714277 4.978189 0.9 -0.7 0.2 0.33
H 4.184161 -0.172346 1.807262 0.1 -0.1 0.1 0.24
H -0.714603 -5.875303 -2.089309 0.2 0.6 0.2 0.52
H -1.522996 -4.264103 -2.112216 1.0 -0.3 0.4 -0.46
H 0.084290 -0.195891 -4.482835 -0.1 1.0 -0.1 0.36
H -2.448865 0.482300 -6.162320 -0.1 -0.6 -0.3 0.37
N 0.496270 -0.029216 -1.791234 -1.2 1.4 -0.9 0.56
H 1.335619 5.510339 4.805585 0.0 -0.9 0.9 0.40
C -1.433181 -1.990385 1.519575 0.5 0.0 0.4 -1.60
C -2.287351 -4.177546 0.484910 -0.6 0.5 -1.0 -0.78
H 4.729821 2.072726 0.736311 -0.5 0.1 0.3 0.33
H -0.218807 2.208705 5.815409 0.7 0.0 -0.2 0.36
H 0.342003 -3.763013 2.612836 -0.5 -0.8 -0.2 0.32
C -0.716950 -0.902168 -4.612285 -1.4 0.2 -0.4 -2.09
O -2.116562 -1.279084 -1.919153 0.4 1.0 -1.0 0.41
C -3.872322 1.337711 -4.778360 -0.3 1.3 -1.9 -0.44
H -1.579167 -6.302972 0.211615 0.1 1.5 -0.5 0.39
H -4.507082 -1.405392 -1.812817 0.1 -0.9 0.2 0.05
H -4.017233 2.335325 -5.359702 0.3 -1.7 0.7 0.36
C -0.606847 -4.256060 2.286488 0.9 0.0 0.8 -1.71
C 2.730164 5.416021 2.945588 -0.7 1.6 -2.0 -2.13
H 2.854945 5.107054 5.635670 0.2 0.4 -0.4 0.35
O 1.677950 2.302463 -3.220954 -1.2 0.8 -0.8 -0.53
H 2.301937 0.924419 3.235950 0.7 -0.6 -0.4 0.03
O 3.915337 0.507320 1.186249 -0.5 -0.3 -0.3 -0.65
C -1.120725 -3.429028 1.103576 1.8 -0.4 -0.1 1.84
H 4.588656 1.795846 -1.801753 0.6 1.1 1.4 0.34
C 0.347207 -4.355729 -0.881561 0.0 -1.6 0.2 1.20
H 3.141638 0.115109 0.672793 0.6 0.7 0.6 0.29
N 0.474687 1.866118 -0.493435 -0.1 -0.5 -2.2 0.30
H -5.705127 -0.101715 -1.638192 1.0 -0.2 -0.5 0.43
H -1.025361 2.642498 2.808951 0.3 -1.1 -0.1 0.40
H 0.639588 -6.103321 0.477242 0.4 0.2 -0.3 0.31
H -2.794577 -2.092523 -5.690642 -0.1 0.7 0.3 0.48
C -1.924694 -5.389009 -0.393083 0.0 -1.1 1.7 -0.81
C -2.204798 -0.495778 -4.231445 1.8 -0.9 -1.0 1.58
O 1.628125 -0.068093 0.136872 -0.3 0.8 -0.4 -0.68
H 1.814947 3.105612 -3.767355 0.3 -0.9 0.8 0.26
H 2.278164 1.282971 5.022793 0.1 -0.8 -0.9 0.30
H -5.341955 -0.745731 -3.235997 0.1 -0.1 -0.3 0.42
C 0.794199 2.288890 3.871815 0.7 -0.2 -0.1 1.67
H 1.190012 -1.828153 0.212237 0.3 0.3 0.2 0.21
H -0.742526 -1.214494 -5.673543 0.2 0.1 0.6 0.55
C 2.023001 4.668098 5.076816 0.5 0.8 0.4 -1.32
C -0.942256 -4.984612 -1.466887 -0.8 0.0 -0.6 -0.39
H 2.209168 2.779359 6.156553 0.6 0.4 -0.1 0.33
H 4.141155 2.906574 3.062197 0.1 -0.3 -0.8 0.09
C 0.389598 2.932291 5.235862 -3.3 0.2 -1.2 -1.36
H 2.445694 2.091351 -2.695548 0.9 0.0 -0.1 0.26
H -5.031183 1.919080 -3.073736 -1.2 0.3 0.0 0.42
H -0.421441 -1.716019 -4.018151 0.3 -1.5 0.7 0.33
H 4.834788 3.606528 0.188429 -0.3 -0.4 0.5 0.30
H -4.100732 -1.375892 -4.698064 0.1 -0.9 0.1 0.27
H 3.217960 6.254511 3.437017 0.6 -0.4 0.4 0.41
H -1.247619 -4.299646 3.191983 -0.1 0.5 -0.7 0.42
H 0.747570 -2.980699 -2.483107 0.1 0.0 -0.1 -0.20
H -2.834676 -2.589194 -4.051786 -0.6 0.2 0.5 -0.05
H -0.468243 -5.325069 2.021799 0.3 0.8 0.0 0.31
O 1.226982 -2.742790 0.522285 -1.0 -0.4 0.5 -0.67
C 3.866335 3.511118 3.904885 -1.2 -1.9 -0.8 -1.75
H 4.554529 4.269518 3.941267 2.1 1.6 0.7 0.62
C 0.959352 0.597567 -0.684607 -0.5 -0.1 0.6 -0.84
H -4.715345 0.709515 -5.111563 0.4 0.0 0.0 0.33
H 1.105470 -0.674812 -2.209089 0.9 -1.1 -0.3 0.09
H 3.850910 2.829740 4.717408 0.4 -0.3 1.1 0.42
H -2.882527 -3.457492 -0.147821 0.5 -0.7 0.5 -0.17
H -0.953488 1.029006 3.702277 0.2 0.4 -0.5 0.44
C 1.496648 3.591346 5.971654 0.0 -0.9 0.4 -0.55
H -2.165430 -1.558749 0.873668 -0.6 0.3 -0.5 -0.05
H 2.101710 -5.068212 0.298584 -0.3 0.1 0.0 0.33
C -3.348041 0.988993 -0.899602 -0.7 -1.5 0.4 -1.71
C -4.033438 1.670922 -3.335935 0.2 -2.2 1.3 -1.50
O 5.122170 2.692072 0.111475 0.7 0.3 -1.1 -0.69
H 1.770694 5.879188 2.652793 0.0 -0.5 0.2 0.49
N 1.473542 3.371670 3.043416 -0.7 0.2 2.2 -0.05
H 0.901531 2.432953 0.187538 0.7 0.5 1.5 0.30
H 1.299471 3.914251 7.004550 -0.6 0.2 -0.5 0.37
H 0.333565 2.389427 -1.380261 0.0 -0.7 0.9 0.37
H 0.012211 1.237673 2.174482 -0.5 0.2 0.2 0.00
C 1.225293 -3.850765 -2.021956 -0.8 0.4 -0.3 -1.52
O 4.341590 1.193661 -2.478768 -0.4 -1.0 -1.0 -0.65
H -4.063735 1.692300 -0.433624 0.2 -0.3 -0.6 0.39
C -0.395749 1.746376 3.061812 -0.2 1.3 0.6 -1.49
H 1.357020 -4.620617 -2.799043 -0.1 0.2 0.4 0.52
H -3.280270 0.081839 -0.212515 -0.4 1.1 -0.9 0.12
O 1.965470 2.880725 1.858749 0.2 -0.3 -1.1 -0.48
H -2.882416 -5.788214 -0.726275 0.0 0.2 -0.8 0.46
C -3.655004 0.513707 -2.363967 -0.4 -0.8 0.5 1.48
H -0.038613 0.518328 -2.489683 0.4 -0.4 0.8 -0.16
H 2.594161 2.164841 2.039803 0.2 -0.2 -0.1 0.21
H 1.625980 -6.152964 -1.063275 -0.7 1.0 1.4 0.40
```
Positions in Å, forces in eV/Å.

Output
SMILES: CC1(C)CCCC(C)(C)N1O.CC1(C)CCCC(C)(C)N1O.CC1(C)CCCC(C)(C)N1O.NC(N)=O.O.O.O.O
Charge: 0
2S+1: 1

***

Number 1: gap between HOMO and LUMO 5.71 eV. Number 2: gap between HOMO and LUMO 9.04 eV. Number 3: gap between HOMO and LUMO 8.45 eV.